# 1
{
  "formula": "C30H29BiN7S2",
  "method": "the ωB97M-V functional and the def2-TZVPD basis",
  "species": ["Bi", "C", "C", "N", "C", "S", "N", "N", "C", "C", "C", "C", "C", "C", "C", "N", "H", "H", "H", "H", "H", "H", "H", "H", "H", "H", "H", "H", "H", "C", "C", "C", "C", "N", "C", "C", "C", "C", "C", "C", "N", "H", "H", "H", "H", "H", "H", "H", "H", "C", "C", "C", "C", "C", "C", "C", "C", "C", "S", "C", "N", "H", "H", "H", "H", "H", "H", "H", "H"],
  "coordinates": [[0.009, -0.466, 0.146], [-3.673, 1.636, 4.625], [-3.122, 2.383, 3.413], [-3.391, 1.699, 2.157], [-2.700, 0.657, 1.667], [-1.208, 0.170, 2.437], [-3.201, 0.046, 0.626], [-2.440, -0.901, 0.052], [-3.032, -1.985, -0.337], [-4.510, -2.155, -0.159], [-2.261, -3.103, -0.909], [-2.858, -4.348, -1.117], [-2.106, -5.369, -1.671], [-0.778, -5.138, -1.993], [-0.254, -3.887, -1.711], [-0.973, -2.904, -1.187], [-3.468, 2.194, 5.539], [-3.206, 0.654, 4.704], [-4.752, 1.505, 4.536], [-2.044, 2.508, 3.509], [-3.570, 3.373, 3.343], [-4.288, 1.847, 1.722], [-4.963, -1.186, 0.025], [-4.716, -2.791, 0.705], [-4.963, -2.607, -1.041], [-3.886, -4.520, -0.836], [-2.552, -6.338, -1.850], [-0.164, -5.904, -2.445], [0.788, -3.653, -1.910], [5.041, -0.125, -1.521], [4.972, 0.129, -2.879], [3.735, 0.126, -3.497], [2.587, -0.129, -2.747], [2.659, -0.363, -1.433], [3.853, -0.361, -0.851], [1.244, -0.139, -3.386], [1.112, -0.042, -4.773], [-0.147, 0.026, -5.339], [-1.257, -0.017, -4.515], [-1.046, -0.160, -3.157], [0.162, -0.223, -2.603], [5.982, -0.136, -0.991], [5.867, 0.325, -3.454], [3.677, 0.335, -4.554], [3.869, -0.554, 0.213], [1.979, -0.026, -5.414], [-0.256, 0.117, -6.412], [-2.259, 0.053, -4.915], [-1.886, -0.220, -2.473], [2.262, -1.311, 2.604], [2.306, 0.187, 2.513], [3.082, 0.921, 3.432], [3.043, 2.283, 3.408], [2.234, 2.953, 2.467], [2.156, 4.358, 2.403], [1.362, 4.949, 1.460], [0.602, 4.168, 0.580], [0.640, 2.790, 0.620], [-0.375, 1.927, -0.531], [1.491, 2.153, 1.558], [1.564, 0.796, 1.607], [3.146, -1.699, 3.107], [2.178, -1.783, 1.625], [1.388, -1.598, 3.196], [3.704, 0.392, 4.141], [3.620, 2.862, 4.119], [2.726, 4.951, 3.108], [1.306, 6.027, 1.394], [-0.041, 4.641, -0.152]],
  "forces_ev_per_a": [[0.1, 0.1, 0.0], [0.0, 0.1, -0.1], [0.0, -0.2, 0.2], [-0.1, 0.1, 0.1], [0.3, -0.4, -0.3], [-0.1, 0.0, 0.2], [-0.7, 0.8, 0.0], [0.5, -1.1, -0.2], [-0.3, 0.6, 0.3], [0.0, 0.1, 0.0], [0.2, -0.4, -0.2], [0.0, 0.1, 0.0], [0.1, 0.0, 0.0], [-0.1, 0.0, 0.0], [0.1, 0.1, 0.0], [0.1, 0.4, 0.1], [0.0, 0.0, 0.0], [0.0, 0.0, 0.0], [0.0, 0.0, 0.0], [0.0, 0.1, 0.0], [0.0, 0.0, 0.0], [0.0, 0.0, 0.0], [0.0, 0.0, 0.0], [0.0, 0.0, 0.0], [0.0, -0.1, 0.0], [0.0, 0.0, -0.1], [0.0, 0.0, 0.0], [0.0, 0.0, 0.0], [0.0, 0.0, 0.0], [0.0, 0.0, 0.0], [0.0, 0.0, 0.0], [0.0, 0.0, 0.0], [0.3, 0.0, 0.1], [-0.3, 0.0, 0.1], [0.0, 0.0, 0.0], [-0.3, 0.0, -0.2], [0.0, 0.0, 0.1], [0.0, 0.0, 0.0], [0.0, 0.0, 0.0], [-0.1, 0.0, 0.0], [0.1, -0.2, 0.0], [0.0, 0.0, 0.0], [0.0, 0.0, 0.0], [0.0, 0.0, 0.0], [0.0, 0.0, 0.1], [0.0, 0.0, 0.0], [0.0, 0.0, 0.0], [0.0, 0.0, 0.0], [0.0, 0.0, 0.0], [-0.1, 0.1, 0.0], [0.0, 0.2, -0.1], [0.1, 0.1, 0.1], [0.0, -0.1, 0.0], [-0.1, -0.2, -0.2], [0.0, 0.1, 0.0], [0.1, 0.1, 0.1], [-0.1, -0.3, -0.1], [-0.1, 0.1, 0.0], [0.1, 0.1, -0.1], [0.2, 0.4, 0.3], [0.3, -0.3, 0.0], [0.0, 0.0, 0.0], [0.1, 0.0, 0.0], [0.0, -0.1, 0.0], [-0.1, 0.0, 0.0], [0.0, 0.0, 0.0], [0.0, 0.0, 0.0], [0.0, 0.0, 0.0], [0.0, 0.1, 0.0]],
  "total_charge": 1,
  "homo_lumo_gap_ha": 0.27608,
  "fmax_ev_per_a": 1.16,
  "homo_energy_ev": -10.14,
  "total_energy_ev": -69518.658
}

=====

# 2
{
  "formula": "C30H29ClIMoN2O2PSi",
  "method": "the ωB97M-V functional and the def2-TZVPD basis",
  "species": ["Mo", "N", "C", "C", "C", "C", "C", "C", "P", "C", "C", "C", "C", "C", "C", "C", "C", "C", "C", "C", "C", "H", "H", "H", "H", "H", "H", "H", "H", "H", "H", "H", "H", "H", "H", "H", "H", "Cl", "C", "C", "C", "I", "C", "O", "C", "N", "C", "C", "C", "C", "H", "H", "H", "H", "C", "Si", "C", "C", "O", "H", "H", "H", "H", "H", "H", "H", "H", "H"],
  "coordinates": [[0.415, 0.048, 0.505], [-1.583, 0.226, 1.456], [-1.959, 1.587, 1.862], [-2.855, 1.786, 2.894], [-3.185, 3.084, 3.266], [-2.627, 4.170, 2.609], [-1.732, 3.965, 1.568], [-1.392, 2.669, 1.189], [-0.258, 2.285, -0.158], [0.966, 3.592, -0.284], [1.216, 4.232, -1.495], [2.197, 5.212, -1.561], [2.920, 5.552, -0.427], [2.668, 4.916, 0.784], [1.696, 3.933, 0.857], [-1.210, 2.149, -1.678], [-2.510, 2.651, -1.752], [-3.223, 2.537, -2.936], [-2.646, 1.926, -4.042], [-1.351, 1.426, -3.971], [-0.633, 1.531, -2.792], [-1.677, -0.400, 2.254], [-2.249, -0.132, 0.768], [-3.296, 0.941, 3.409], [-3.882, 3.245, 4.078], [-2.886, 5.176, 2.910], [-1.286, 4.809, 1.056], [0.640, 3.984, -2.378], [2.387, 5.719, -2.498], [3.678, 6.323, -0.483], [3.224, 5.195, 1.670], [1.488, 3.450, 1.805], [-2.967, 3.131, -0.896], [-4.229, 2.928, -2.996], [-3.206, 1.839, -4.963], [-0.903, 0.954, -4.835], [0.377, 1.141, -2.745], [2.790, -3.612, -4.889], [1.837, -2.956, -3.619], [0.623, -3.506, -3.321], [-0.194, -2.987, -2.284], [-2.035, -3.833, -1.882], [0.249, -1.913, -1.571], [-0.418, -1.295, -0.560], [1.506, -1.354, -1.861], [1.845, -0.288, -1.077], [2.989, 0.341, -1.313], [3.866, -0.077, -2.317], [3.542, -1.161, -3.100], [2.326, -1.836, -2.888], [0.274, -4.357, -3.890], [3.218, 1.195, -0.685], [4.790, 0.463, -2.466], [4.208, -1.495, -3.886], [4.026, 1.183, 2.655], [2.525, 0.332, 3.318], [1.517, 1.349, 4.488], [2.808, -1.402, 3.869], [1.482, 0.205, 1.896], [4.737, 1.388, 3.459], [3.765, 2.139, 2.193], [4.539, 0.566, 1.914], [2.072, 1.527, 5.412], [0.587, 0.843, 4.758], [1.266, 2.322, 4.064], [3.475, -1.407, 4.735], [3.278, -2.005, 3.090], [1.879, -1.890, 4.171]],
  "forces_ev_per_a": [[0.3, 0.2, -0.1], [-0.1, -0.1, 0.1], [0.0, 0.0, 0.0], [0.0, 0.0, 0.0], [0.0, 0.0, 0.0], [0.0, 0.0, 0.0], [0.0, 0.0, 0.0], [0.0, 0.0, 0.0], [0.1, -0.1, 0.1], [0.0, 0.0, -0.1], [0.0, 0.0, 0.0], [0.0, 0.0, 0.0], [0.0, 0.0, 0.0], [0.0, 0.0, 0.0], [0.0, 0.0, 0.0], [-0.1, 0.0, 0.0], [0.0, 0.0, 0.0], [0.0, 0.0, 0.0], [0.0, 0.0, 0.0], [0.0, 0.0, 0.0], [0.0, 0.0, 0.0], [0.0, 0.0, 0.0], [0.0, 0.0, 0.0], [0.0, 0.0, 0.0], [0.0, 0.0, 0.0], [0.0, 0.0, 0.0], [0.0, 0.0, 0.0], [0.0, 0.0, 0.0], [0.0, 0.0, 0.0], [0.0, 0.0, 0.0], [0.0, 0.0, 0.0], [0.0, 0.0, 0.0], [0.0, 0.0, 0.0], [0.0, 0.0, 0.0], [0.0, 0.0, 0.0], [0.0, 0.0, 0.0], [0.0, 0.0, 0.0], [0.0, 0.0, 0.0], [0.0, 0.0, 0.0], [-0.1, 0.0, 0.0], [0.0, 0.0, -0.1], [0.0, 0.0, 0.0], [0.1, 0.1, 0.1], [-0.2, -0.1, 0.0], [0.0, 0.1, 0.1], [0.0, -0.1, 0.0], [0.0, 0.0, 0.0], [0.0, 0.0, 0.0], [0.0, 0.0, 0.0], [0.0, 0.0, 0.0], [0.0, 0.0, 0.0], [0.0, 0.0, 0.0], [0.0, 0.0, 0.0], [0.0, 0.0, 0.0], [0.0, 0.1, 0.0], [0.0, -0.1, -0.1], [0.0, 0.0, 0.0], [0.0, -0.1, 0.0], [-0.1, 0.2, 0.1], [0.0, 0.0, 0.0], [0.0, 0.0, 0.0], [0.0, 0.0, 0.0], [0.0, 0.0, 0.0], [0.0, 0.0, 0.0], [0.0, 0.1, 0.0], [0.0, 0.0, 0.0], [0.0, 0.0, 0.0], [0.0, 0.0, 0.0]],
  "total_charge": 2,
  "homo_lumo_gap_ha": 0.25908,
  "fmax_ev_per_a": 0.35,
  "homo_energy_ev": -13.62,
  "total_energy_ev": -78292.286
}